# 1
Formula: C5H4N2O
Source: the OMol25 dataset
Level of theory: ωB97M-V with the def2-TZVPD basis set

ORCA input file:
```
! RIJCOSX wB97M-V def2-TZVPD def2/J DEFGRID3
* xyz 0 1
C -1.5707 0.9463 0.1046
C -0.1212 -0.8367 -0.0844
C 1.1428 -1.2060 0.0539
C 1.8732 -0.0292 -0.1390
C -0.0348 0.6642 0.0137
H -1.6113 1.5197 1.0552
H -1.9186 1.5549 -0.7793
H 1.7955 -2.2038 0.8369
H 2.9409 0.0282 -0.4638
N -1.2990 -1.2806 -0.2834
N 1.1407 1.1802 -0.2061
O -2.3374 -0.3372 -0.1081
*
```

The max |F| comes out at 9.62 eV/Å. As for the calculated total energy: -10270.9439 eV. As for the orbital gap: 8.030 eV. The lowest unoccupied orbital energy is -1.01 eV. As for the highest occupied orbital energy: -9.0421 eV.


# 2
Formula: C5H4N2O
Source: the OMol25 dataset
Level of theory: ωB97M-V with the def2-TZVPD basis set

ORCA input file:
```
! RIJCOSX wB97M-V def2-TZVPD def2/J DEFGRID3
* xyz 0 1
N -2.1944 -2.0503 0.0817
C -1.5825 -1.0079 0.1094
C -0.5220 0.0305 0.2014
C -0.4395 1.1350 1.0388
N 0.8191 1.5753 0.8946
C 1.5496 0.9099 -0.0789
C 0.7163 -0.0484 -0.5667
O 0.8793 -0.9191 -1.5186
H -1.2274 1.6705 1.6965
H 1.2471 2.2236 1.6528
H 2.5076 1.3166 -0.2867
H 1.7339 -0.6468 -1.9716
*
```

The max |F| comes out at 6.04 eV/Å. Its structure (SMILES) is N#Cc1c[nH]cc1O. As for the calculated total energy: -10275.7956 eV. As for the orbital gap: 9.278 eV. The lowest unoccupied orbital energy is 0.52 eV. As for the highest occupied orbital energy: -8.7586 eV.


# 3
Formula: C5H4N2O
Source: the OMol25 dataset
Level of theory: ωB97M-V with the def2-TZVPD basis set

ORCA input file:
```
! RIJCOSX wB97M-V def2-TZVPD def2/J DEFGRID3
* xyz 0 1
C 0.2641 0.2201 0.0673
C -0.8048 -0.2060 1.1425
C -0.4983 -0.1275 -1.0249
C 1.7281 -0.0614 0.2319
C 2.7359 -0.8419 -0.0457
H -0.5448 1.9627 -0.9341
H -0.5624 0.2449 2.2683
H 0.0694 0.0287 -1.8883
H 3.7132 -1.1548 0.0882
N -1.9802 -0.5335 0.6205
N -1.6117 -0.6737 -0.8739
O 0.2398 1.6835 0.0017
*
```

The max |F| comes out at 8.67 eV/Å. As for the calculated total energy: -10269.5679 eV. As for the orbital gap: 9.793 eV. The lowest unoccupied orbital energy is -0.79 eV. As for the highest occupied orbital energy: -10.5820 eV.


# 4
Formula: C5H4N2O
Source: the OMol25 dataset
Level of theory: ωB97M-V with the def2-TZVPD basis set

ORCA input file:
```
! RIJCOSX wB97M-V def2-TZVPD def2/J DEFGRID3
* xyz 0 1
C -1.1494 2.0609 -0.4667
C 0.5153 -1.0400 -0.0460
C 1.8754 -0.6844 0.5029
C -0.5533 -0.2930 -0.3875
C 2.3586 0.5032 0.4749
N -1.5637 3.1881 -0.5285
N -0.4898 1.0652 -0.4674
O 2.8748 1.5193 0.3736
H 0.4524 -2.1846 -0.0560
H 2.4956 -1.4182 1.0882
H -1.3379 -0.8348 -0.7257
H -1.6269 3.9207 0.2286
*
```

The max |F| comes out at 3.62 eV/Å. As for the calculated total energy: -10274.6856 eV. As for the orbital gap: 8.680 eV. The lowest unoccupied orbital energy is 0.62 eV. As for the highest occupied orbital energy: -8.0638 eV.


# 5
Formula: C5H4N2O
Source: the OMol25 dataset
Level of theory: ωB97M-V with the def2-TZVPD basis set

ORCA input file:
```
! RIJCOSX wB97M-V def2-TZVPD def2/J DEFGRID3
* xyz 0 1
N 0.5456 3.2982 0.0376
C 0.4299 2.0833 0.1132
C 0.0628 0.7994 0.0769
C -1.2695 0.4056 0.2212
N -1.3497 -0.9013 0.0459
C -0.0555 -1.4980 -0.1099
C 0.7923 -0.4858 -0.1665
O 2.1775 -0.7398 -0.3456
H -2.1650 1.0733 0.1335
H -2.1057 -1.6502 -0.1567
H 0.1191 -2.5176 -0.0429
H 2.8181 0.1328 0.1934
*
```

The max |F| comes out at 10.29 eV/Å. Its structure (SMILES) is N#Cc1c[nH]cc1O. As for the calculated total energy: -10274.6308 eV. As for the orbital gap: 9.373 eV. The lowest unoccupied orbital energy is 0.39 eV. As for the highest occupied orbital energy: -8.9862 eV.


# 6
Formula: C5H4N2O2
Source: the OMol25 dataset
Level of theory: ωB97M-V with the def2-TZVPD basis set

ORCA input file:
```
! RIJCOSX wB97M-V def2-TZVPD def2/J DEFGRID3
* xyz 0 1
O 1.5697 -0.6045 -2.5023
C 0.8870 -0.3001 -1.5698
C 0.1713 1.1542 -1.2304
N -0.2367 0.4379 -0.0503
C -0.7275 0.4236 1.2159
O -1.4606 1.4569 1.7001
C -0.4195 -0.8190 1.7130
N 0.2442 -1.5964 0.7920
C 0.3049 -0.7922 -0.2762
H 0.9433 1.9658 -1.1174
H -0.6026 1.4388 -1.9601
H -1.9387 1.0898 2.4704
H -0.6240 -1.2036 2.7175
*
```

The max |F| comes out at 2.07 eV/Å. Its structure (SMILES) is O=C1Cn2c(O)cnc21. As for the calculated total energy: -12322.8342 eV. As for the orbital gap: 9.279 eV. The lowest unoccupied orbital energy is 0.35 eV. As for the highest occupied orbital energy: -8.9315 eV.


# 7
Formula: C5H4N2OS
Source: the OMol25 dataset
Level of theory: ωB97M-V with the def2-TZVPD basis set

ORCA input file:
```
! RIJCOSX wB97M-V def2-TZVPD def2/J DEFGRID3
* xyz 0 1
C 1.0825 0.9807 0.0442
C 0.2092 2.0315 0.0062
C -0.9616 0.2457 0.0734
C 0.6723 -1.4899 0.0266
C -0.3099 -2.4034 -0.0339
N 0.3269 -0.1508 0.0717
N -1.0976 1.5586 -0.0137
O -2.1100 2.2870 -0.0694
S -1.9735 -1.9366 -0.0160
H 2.1530 0.9670 0.0632
H 0.3906 3.0865 -0.0543
H 1.7242 -1.7181 0.0041
H -0.1060 -3.4582 -0.1020
*
```

The max |F| comes out at 4.74 eV/Å. As for the calculated total energy: -21107.4650 eV. As for the orbital gap (alpha / beta): 6.160 / 6.160 eV. The lowest unoccupied orbital energy (alpha / beta) is -1.68 / -1.68 eV. As for the highest occupied orbital energy (alpha / beta): -7.8392 / -7.8388 eV.


# 8
Formula: C5H4N2S
Source: the OMol25 dataset
Level of theory: ωB97M-V with the def2-TZVPD basis set

ORCA input file:
```
! RIJCOSX wB97M-V def2-TZVPD def2/J DEFGRID3
* xyz 0 1
S 2.7181 -0.2021 0.1452
C 1.4867 0.6356 -0.1595
C 0.0431 0.2359 -0.1272
C -0.3919 -1.1333 -0.2599
N -1.7214 -1.3449 -0.0058
C -2.4664 -0.2745 0.1782
N -2.2594 1.0424 0.0463
C -0.9013 1.2003 -0.1012
H 1.5309 1.7014 -0.3625
H 0.2283 -1.9345 -0.2518
H -3.5175 -0.5666 0.5623
H -0.4869 2.1662 0.2625
*
```

The max |F| comes out at 6.06 eV/Å. Its structure (SMILES) is S=Cc1cncnc1. As for the calculated total energy: -19063.1906 eV. As for the orbital gap: 8.257 eV. The lowest unoccupied orbital energy is -0.94 eV. As for the highest occupied orbital energy: -9.1971 eV.


# 9
Formula: C5H4N3O2
Source: the OMol25 dataset
Level of theory: ωB97M-V with the def2-TZVPD basis set

ORCA input file:
```
! RIJCOSX wB97M-V def2-TZVPD def2/J DEFGRID3
* xyz 1 1
C -0.9967 0.0193 0.0177
C -0.3452 1.1137 0.6384
C -0.3893 -1.0923 -0.6293
C 1.9427 1.3104 -0.1165
C 1.8780 -1.3726 0.1201
N 0.8182 1.6060 0.6241
N 0.7476 -1.6411 -0.6240
N 2.3738 -0.0426 -0.0268
O 2.6500 2.0986 -0.6508
O 2.5472 -2.1693 0.6868
H -2.0758 0.0185 0.0468
H -1.0170 1.6218 1.3474
H -1.0910 -1.5541 -1.3402
H 3.3976 -0.0744 -0.0570
*
```

The max |F| comes out at 2.19 eV/Å. As for the calculated total energy: -13802.8184 eV. As for the orbital gap (alpha / beta): 5.737 / 5.733 eV. The lowest unoccupied orbital energy (alpha / beta) is -9.66 / -9.66 eV. As for the highest occupied orbital energy (alpha / beta): -15.3947 / -15.3930 eV.


# 10
Formula: C5H4N4
Source: the OMol25 dataset
Level of theory: ωB97M-V with the def2-TZVPD basis set

ORCA input file:
```
! RIJCOSX wB97M-V def2-TZVPD def2/J DEFGRID3
* xyz 0 1
N -1.8084 -0.9719 1.9979
C -1.1296 -0.4343 1.2655
C -0.0950 0.5819 0.2988
C 0.6188 1.3592 1.2702
N 1.4517 1.8666 1.8658
C -0.9868 1.3143 -0.5188
N -1.8268 1.8286 -1.0981
C 0.8691 -0.2973 -0.4496
N 0.1513 -1.4807 -0.8266
H 1.5342 -0.5459 0.2238
H 1.1939 0.2246 -1.3048
H 0.6819 -2.1501 -1.3111
H -0.6543 -1.2950 -1.4130
*
```

The max |F| comes out at 5.32 eV/Å. Its structure (SMILES) is N#CC(C#N)(C#N)CN. As for the calculated total energy: -11206.8762 eV. As for the orbital gap: 10.695 eV. The lowest unoccupied orbital energy is -0.08 eV. As for the highest occupied orbital energy: -10.7731 eV.


# 11
Formula: C5H4N5S
Source: the OMol25 dataset
Level of theory: ωB97M-V with the def2-TZVPD basis set

ORCA input file:
```
! RIJCOSX wB97M-V def2-TZVPD def2/J DEFGRID3
* xyz -1 1
C 0.6964 -2.4476 -1.1159
C 3.1357 0.4920 -0.4400
C -0.8038 0.3132 1.0152
C -0.1889 -0.7787 0.5262
C 0.5141 -1.0575 -0.7714
N 0.7473 -3.5716 -1.3402
N 3.8432 0.7043 0.6602
N 3.5564 -0.2965 1.4648
N 2.6505 -1.0496 1.0379
N 2.2614 -0.5906 -0.2001
S 3.0351 1.2842 -1.8540
H -1.2655 0.3395 1.9552
H -1.0945 1.2824 0.5773
H -0.0510 -1.7588 1.1163
H 0.6305 -0.3048 -1.5475
*
```

The max |F| comes out at 5.43 eV/Å. As for the calculated total energy: -23532.7219 eV. As for the orbital gap (alpha / beta): 5.899 / 5.899 eV. The lowest unoccupied orbital energy (alpha / beta) is 2.36 / 2.36 eV. As for the highest occupied orbital energy (alpha / beta): -3.5434 / -3.5430 eV.


# 12
Formula: C5H4NO2
Source: the OMol25 dataset
Level of theory: ωB97M-V with the def2-TZVPD basis set

ORCA input file:
```
! RIJCOSX wB97M-V def2-TZVPD def2/J DEFGRID3
* xyz -1 1
N 1.4810 0.0745 2.4123
C 0.9666 0.0455 1.3920
C 0.1184 -0.1609 0.3202
C 0.1683 -1.6328 -0.4883
O 1.2778 -1.8702 -0.9010
O -0.9062 -2.1350 -0.5861
C 0.0955 0.9218 -0.7470
C -1.0697 0.6909 0.1762
H 0.1941 0.4286 -1.7270
H 0.7001 1.8026 -0.6360
H -0.9802 1.4697 0.9917
H -2.0456 0.3653 -0.2070
*
```

The max |F| comes out at 3.58 eV/Å. Its structure (SMILES) is N#CC1(C(=O)[O-])CC1. As for the calculated total energy: -10835.1539 eV. As for the orbital gap: 8.505 eV. The lowest unoccupied orbital energy is 4.01 eV. As for the highest occupied orbital energy: -4.4972 eV.